This record from the OMol25 dataset describes a 2-piece molecular cluster, C7H14O3P overall in a non-equilibrium geometry. The level of theory is ωB97M-V/def2-TZVPD.

Values from the calculation:
- ΔE to the lowest compared entry with this formula, charge and spin: 3.785 eV
- Electronic energy: -841.820323 Eh
- Charge: +1
- HOMO-LUMO gap: 9.00 eV
- LUMO: -4.3 eV

XYZ file:
```
25
Properties=species:S:1:pos:R:3:forces:R:3:nbo_charge:R:1
C 1.38902 -3.35595 0.16840 -1.043 -0.009 -0.966 -0.014
C 0.40950 -2.62926 0.02806 -0.134 -0.144 -1.033 -0.441
P -1.11470 -1.77702 -0.60483 0.805 -1.827 1.971 0.984
C -2.58000 -2.49402 0.34381 -0.625 -0.852 -0.514 -0.678
C -2.91371 -3.90017 -0.36516 1.255 0.421 -0.512 -0.622
H 2.19940 -4.13879 0.09646 -1.188 1.511 0.539 0.298
H -1.34274 -2.13823 -1.97812 0.438 0.436 0.782 0.094
H -0.95576 -0.37317 -0.43639 -0.005 -0.593 -0.254 0.097
H -3.47336 -1.81284 0.20962 1.157 -0.513 0.360 0.275
H -2.33884 -2.69093 1.43250 -0.073 0.708 -1.295 0.288
H -3.12678 -3.69044 -1.46197 -0.162 -0.462 1.381 0.219
H -1.95187 -4.51731 -0.36072 -1.426 0.511 0.159 0.224
H -3.75120 -4.46390 0.14299 1.018 0.846 -0.625 0.271
C 1.30940 5.40130 -0.31918 -0.112 0.529 0.063 -0.260
O 1.71878 4.09373 -0.72599 0.016 -0.491 0.182 -0.489
C 1.62866 3.16634 0.23292 0.044 0.451 -0.128 0.975
O 1.24489 3.34518 1.36030 0.062 -0.243 -0.298 -0.631
O 2.04158 1.99350 -0.28151 -0.121 0.010 -0.040 -0.501
C 1.99879 0.90782 0.63840 0.113 -0.220 0.088 -0.254
H 1.42535 6.06558 -1.17453 0.085 -0.290 -0.058 0.205
H 0.25977 5.40088 -0.02071 0.141 -0.056 0.117 0.192
H 1.94072 5.76744 0.49181 -0.147 -0.122 0.022 0.200
H 0.97414 0.72990 0.97624 0.080 0.152 0.200 0.164
H 2.65744 1.09457 1.48790 -0.232 0.017 0.040 0.213
H 2.35151 0.01580 0.11972 0.054 0.230 -0.182 0.188
```
Positions in Å, forces in eV/Å.